{
  "formula": "C72H189N15O21",
  "method": "ωB97M-V/def2-TZVPD",
  "orbital_gap_ha": 0.3181,
  "e_homo_ev": -8.3,
  "energy_ha": -5257.4252,
  "symbols": ["C", "O", "C", "C", "N", "C", "C", "O", "C", "H", "H", "H", "H", "H", "H", "H", "H", "H", "H", "H", "H", "H", "H", "H", "C", "O", "C", "C", "N", "C", "C", "O", "C", "H", "H", "H", "H", "H", "H", "H", "H", "H", "H", "H", "H", "H", "H", "H", "C", "O", "C", "C", "N", "C", "C", "O", "C", "H", "H", "H", "H", "H", "H", "H", "H", "H", "H", "H", "H", "H", "H", "H", "C", "O", "C", "C", "N", "C", "C", "O", "C", "H", "H", "H", "H", "H", "H", "H", "H", "H", "H", "H", "H", "H", "H", "H", "C", "O", "C", "C", "N", "C", "C", "O", "C", "H", "H", "H", "H", "H", "H", "H", "H", "H", "H", "H", "H", "H", "H", "H", "C", "O", "C", "C", "N", "C", "C", "O", "C", "H", "H", "H", "H", "H", "H", "H", "H", "H", "H", "H", "H", "H", "H", "H", "C", "C", "C", "O", "C", "N", "H", "H", "H", "H", "H", "H", "H", "H", "H", "H", "H", "C", "C", "C", "O", "C", "N", "H", "H", "H", "H", "H", "H", "H", "H", "H", "H", "H", "C", "C", "C", "O", "C", "N", "H", "H", "H", "H", "H", "H", "H", "H", "H", "H", "H", "C", "C", "C", "O", "C", "N", "H", "H", "H", "H", "H", "H", "H", "H", "H", "H", "H", "C", "C", "C", "O", "C", "N", "H", "H", "H", "H", "H", "H", "H", "H", "H", "H", "H", "C", "C", "C", "O", "C", "N", "H", "H", "H", "H", "H", "H", "H", "H", "H", "H", "H", "C", "C", "C", "O", "C", "N", "H", "H", "H", "H", "H", "H", "H", "H", "H", "H", "H", "C", "C", "C", "O", "C", "N", "H", "H", "H", "H", "H", "H", "H", "H", "H", "H", "H", "C", "C", "C", "O", "C", "N", "H", "H", "H", "H", "H", "H", "H", "H", "H", "H", "H"],
  "positions_angstrom": [[7.392502, -14.152551, -19.380351], [6.484460, -13.573516, -18.435468], [7.023457, -13.297801, -17.164967], [6.088190, -12.502357, -16.268825], [6.431680, -11.047711, -16.376770], [5.590704, -10.250612, -15.477068], [4.117452, -10.033832, -15.892401], [3.218652, -11.119572, -15.751089], [1.926233, -10.752553, -16.275673], [7.935125, -14.997689, -18.956073], [8.070908, -13.390474, -19.765473], [6.909653, -14.514438, -20.288144], [7.930159, -12.708888, -17.308158], [7.242849, -14.281447, -16.748014], [6.325381, -12.784860, -15.242885], [5.035050, -12.728592, -16.438230], [6.182379, -10.718873, -17.301971], [6.148114, -9.329692, -15.305110], [5.656793, -10.676906, -14.475214], [4.106326, -9.711695, -16.934508], [3.739528, -9.248523, -15.236281], [2.058958, -10.487719, -17.324585], [1.403296, -9.920282, -15.803029], [1.215047, -11.566679, -16.134953], [8.878755, 1.428573, -24.744885], [8.415424, 0.140006, -24.516090], [9.422983, -0.801161, -24.120675], [8.894729, -2.236421, -24.039108], [7.704748, -2.170786, -23.200282], [6.939669, -3.438348, -23.180953], [5.831986, -3.254571, -22.167425], [4.931525, -4.381226, -22.234476], [3.763317, -4.158836, -21.528768], [7.991635, 2.002214, -25.013270], [9.606096, 1.513007, -25.552862], [9.282233, 1.844960, -23.821118], [9.724482, -0.602184, -23.091472], [10.314538, -0.815041, -24.748346], [9.557666, -2.884960, -23.465639], [8.806660, -2.663808, -25.038885], [7.212774, -1.291110, -23.259423], [7.558616, -4.319178, -23.010655], [6.439333, -3.606117, -24.135789], [5.255904, -2.332375, -22.251752], [6.275733, -3.143216, -21.176996], [2.972795, -4.873691, -21.757616], [3.303809, -3.179302, -21.667802], [3.973298, -4.221663, -20.460018], [-0.234584, -14.114305, -14.546610], [0.260582, -15.415158, -14.855620], [1.669916, -15.575416, -14.640329], [2.474515, -14.815714, -15.708431], [2.161004, -15.244185, -17.036755], [2.963926, -14.495132, -18.006701], [2.185749, -14.411018, -19.311240], [0.786674, -14.132425, -19.186153], [0.036633, -14.196795, -20.399139], [-1.300231, -14.134965, -14.773371], [0.199280, -13.318916, -15.153110], [-0.117565, -13.915046, -13.480936], [1.894919, -16.641801, -14.645930], [2.039870, -15.179144, -13.693741], [3.527683, -14.940950, -15.454770], [2.275386, -13.744305, -15.656114], [1.202712, -14.967903, -17.200348], [3.949426, -14.956929, -18.067813], [3.145531, -13.440686, -17.791553], [2.369685, -15.366969, -19.803259], [2.619794, -13.591460, -19.885309], [-1.043021, -14.095945, -20.292861], [0.295139, -15.134986, -20.891441], [0.459409, -13.390657, -20.999897], [-1.449186, -12.072504, -23.971483], [-2.571355, -11.512727, -24.623151], [-3.726091, -12.325626, -24.564238], [-4.772153, -11.832074, -25.579632], [-4.364654, -12.191340, -26.960219], [-5.336353, -11.645430, -27.914274], [-4.794765, -11.835961, -29.407656], [-3.829082, -10.846970, -29.683959], [-3.324029, -10.989467, -30.998830], [-1.728414, -12.472200, -22.996004], [-0.601124, -11.391107, -23.906968], [-1.102642, -12.909997, -24.578703], [-4.050923, -12.213300, -23.528856], [-3.456521, -13.369999, -24.725474], [-5.002792, -10.767954, -25.516336], [-5.708819, -12.318360, -25.305467], [-3.508053, -11.732682, -27.238418], [-5.565803, -10.604409, -27.680975], [-6.315185, -12.085044, -27.720018], [-5.635481, -11.814054, -30.102094], [-4.417157, -12.858233, -29.450568], [-2.822451, -11.936981, -31.199933], [-2.575365, -10.241643, -31.259444], [-4.148017, -10.948153, -31.712092], [-5.205958, -3.063950, -16.394742], [-4.592982, -2.172865, -17.330088], [-3.205291, -2.410833, -17.674561], [-2.118044, -2.187691, -16.563095], [-0.775577, -2.037209, -17.137132], [0.242680, -1.832096, -16.139425], [1.592117, -1.683603, -16.816694], [2.116565, -2.979079, -17.074992], [3.527410, -3.023341, -17.351271], [-4.615360, -2.918454, -15.489420], [-5.146587, -4.106749, -16.707154], [-6.212503, -2.719970, -16.158540], [-3.004436, -1.742185, -18.511824], [-3.084910, -3.382291, -18.155803], [-2.081268, -3.010223, -15.847262], [-2.375982, -1.291599, -15.998011], [-0.491557, -2.822685, -17.705624], [0.266476, -2.660114, -15.429180], [-0.117507, -0.964706, -15.585430], [2.117781, -1.099654, -16.059952], [1.438780, -1.040062, -17.683572], [3.639860, -2.653944, -18.371566], [3.850412, -4.063838, -17.340326], [4.216152, -2.414614, -16.764989], [-3.905996, -11.333467, -20.507140], [-2.494486, -11.501594, -20.466973], [-1.776522, -10.346077, -20.121003], [-0.269730, -10.678035, -20.222641], [0.601617, -9.509380, -20.301480], [1.964845, -9.941629, -20.177798], [2.948670, -8.758357, -20.311279], [2.942449, -8.207984, -19.015002], [4.050282, -7.288217, -18.869211], [-4.384581, -11.137164, -19.547119], [-4.427445, -12.243936, -20.802252], [-4.162651, -10.517624, -21.183227], [-2.045167, -10.056689, -19.103847], [-2.160339, -9.483124, -20.667427], [-0.100117, -11.269656, -21.123286], [-0.091191, -11.282121, -19.332801], [0.486183, -9.128334, -21.230223], [2.170190, -10.636003, -20.994390], [2.092745, -10.417122, -19.205798], [2.670167, -8.071038, -21.110464], [3.896800, -9.287290, -20.416029], [5.003066, -7.811979, -18.784809], [3.852703, -6.735344, -17.950934], [4.123669, -6.589459, -19.702989], [-10.121024, -12.812900, -23.408933], [-8.699243, -13.101772, -23.928321], [-7.604033, -12.532048, -22.958721], [-7.803747, -11.136262, -22.672324], [-6.845993, -10.635017, -21.756249], [-8.599618, -14.582548, -23.954601], [-10.807466, -13.169042, -24.177264], [-10.302191, -11.763030, -23.179730], [-10.249730, -13.392069, -22.494465], [-8.520964, -12.719636, -24.934010], [-6.589055, -12.721602, -23.312098], [-7.558918, -13.202692, -22.099223], [-7.223563, -9.669670, -21.419593], [-5.889858, -10.509022, -22.264937], [-6.674125, -11.292360, -20.903155], [-7.829167, -14.861961, -24.546256], [-9.446619, -14.887802, -24.413300], [-0.650999, -6.057983, -23.046790], [-0.640430, -7.033149, -24.282895], [-0.664641, -8.555744, -24.011537], [0.496452, -8.997004, -23.265459], [1.751219, -8.948750, -23.959545], [-1.801622, -6.692331, -25.134760], [0.328638, -5.952567, -22.579331], [-1.278011, -6.348694, -22.203772], [-0.874957, -5.074055, -23.458515], [0.340857, -6.944486, -24.749353], [-0.763825, -9.127032, -24.935528], [-1.450495, -8.995926, -23.397212], [1.604788, -9.376507, -24.952040], [2.557877, -9.555741, -23.548547], [2.086742, -7.912319, -24.002576], [-1.685272, -7.258912, -25.963445], [-2.696152, -6.935475, -24.732777], [8.234792, -10.272254, -19.422804], [6.891539, -10.241770, -20.063222], [6.869226, -10.929278, -21.455681], [5.715866, -10.737499, -22.250578], [5.632466, -9.511853, -22.983667], [5.899927, -10.799255, -19.172839], [8.916750, -9.643490, -19.996266], [8.744046, -11.221468, -19.255014], [8.268166, -9.804758, -18.438339], [6.535492, -9.220426, -20.203788], [7.002428, -12.006485, -21.352405], [7.773073, -10.639492, -21.993848], [4.764652, -9.518231, -23.642649], [6.566515, -9.335656, -23.517372], [5.412823, -8.739525, -22.245714], [5.096294, -10.976687, -19.760214], [6.203097, -11.728192, -18.913456], [-6.007773, -10.567651, -16.493980], [-6.768468, -10.750675, -17.829591], [-7.102857, -12.251599, -18.110846], [-5.968932, -12.844705, -18.729562], [-6.213296, -14.137305, -19.313380], [-7.981119, -10.003795, -17.611985], [-6.564551, -10.712791, -15.568021], [-5.445259, -9.637164, -16.418281], [-5.274720, -11.370045, -16.398369], [-6.258497, -10.326435, -18.694178], [-7.892483, -12.245577, -18.863083], [-7.326736, -12.873833, -17.243851], [-6.188302, -14.942594, -18.578259], [-5.454456, -14.382950, -20.055992], [-7.202748, -14.202524, -19.767112], [-7.686113, -9.048084, -17.466374], [-8.419484, -10.200769, -16.723145], [-5.486748, -17.886984, -25.595946], [-5.653375, -16.758856, -24.542117], [-4.341275, -16.555205, -23.706288], [-4.600095, -15.392936, -22.964878], [-3.559867, -15.059313, -22.093860], [-5.874080, -15.511168, -25.263777], [-6.374895, -18.080976, -26.196927], [-5.123053, -18.838123, -25.205835], [-4.674430, -17.680093, -26.293688], [-6.482461, -17.008582, -23.880056], [-3.520675, -16.351884, -24.395598], [-4.123683, -17.387170, -23.035686], [-3.762524, -14.084446, -21.650658], [-2.552779, -15.037561, -22.511979], [-3.532822, -15.787782, -21.282353], [-5.741562, -14.849749, -24.510046], [-4.996030, -15.335887, -25.734143], [6.058109, -4.177045, -15.096238], [6.870052, -5.014924, -16.071695], [6.421734, -6.484962, -15.984177], [6.422257, -7.013105, -14.641010], [7.771404, -7.223983, -14.120743], [6.526341, -4.359600, -17.344041], [6.436480, -4.279935, -14.078394], [5.019604, -4.490137, -14.987271], [6.077068, -3.090822, -15.187291], [7.906739, -4.841671, -15.780927], [7.064561, -7.074478, -16.639730], [5.430874, -6.646016, -16.408573], [7.692236, -7.847782, -13.231027], [8.312797, -6.295907, -13.935595], [8.376065, -7.726950, -14.876282], [6.632821, -3.358087, -17.269972], [7.075402, -4.686074, -18.126950], [-3.591080, -10.274080, -14.220246], [-2.212245, -10.138765, -14.875179], [-2.121030, -10.891411, -16.252786], [-2.322700, -12.293580, -16.120035], [-2.004267, -12.997439, -17.342808], [-1.787475, -8.787992, -14.947925], [-4.312464, -9.550952, -14.599970], [-3.435692, -10.092929, -13.156260], [-4.037610, -11.266183, -14.285868], [-1.425188, -10.667478, -14.335031], [-1.124061, -10.737709, -16.668381], [-2.835221, -10.550906, -17.003841], [-2.645393, -12.582097, -18.121275], [-2.182132, -14.070761, -17.280209], [-0.977252, -12.861548, -17.683710], [-0.933562, -8.739010, -15.486989], [-1.542378, -8.383660, -14.055143], [-4.277728, -8.066849, -22.761598], [-5.298244, -8.067623, -23.902493], [-6.306609, -6.912894, -23.842521], [-7.092847, -7.039311, -22.671781], [-8.288092, -6.269539, -22.709545], [-4.670079, -8.141444, -25.137658], [-4.660401, -8.302350, -21.768300], [-3.745112, -7.129202, -22.600206], [-3.577436, -8.880636, -22.952768], [-5.821382, -9.021061, -23.812689], [-6.958526, -7.031923, -24.708990], [-5.706599, -6.009195, -23.956488], [-8.084656, -5.199494, -22.658050], [-8.851442, -6.580958, -21.830219], [-8.846815, -6.467571, -23.624782], [-3.912232, -8.809119, -25.121003], [-5.348632, -8.346685, -25.857141], [-0.116253, -5.901018, -16.340585], [-0.175475, -6.676684, -17.630903], [0.139941, -5.856737, -18.845664], [-0.700342, -4.708664, -18.934983], [-0.291501, -3.752183, -19.942443], [0.481571, -7.944727, -17.575401], [-0.501955, -6.443614, -15.477213], [-0.663657, -4.960277, -16.397203], [0.915373, -5.720709, -16.035646], [-1.218570, -6.981068, -17.730115], [0.028100, -6.484049, -19.730891], [1.194857, -5.597080, -18.742855], [0.063867, -4.268359, -20.834285], [0.505379, -3.137730, -19.521481], [-1.101062, -3.036723, -20.085369], [1.490531, -7.885108, -17.585719], [0.278050, -8.425739, -18.441451]],
  "forces_ev_per_angstrom": [[-0.06, 0.41, 0.31], [-0.83, -0.31, -1.67], [0.28, -0.55, 0.02], [0.88, 0.88, -0.30], [-0.95, -0.78, 0.71], [0.26, -0.80, 0.40], [0.56, 0.66, 0.47], [-0.59, -0.24, 0.08], [0.45, -0.32, 0.10], [0.17, 0.07, 0.18], [0.47, 0.05, 0.35], [-0.74, 0.00, 0.37], [0.34, -0.06, 0.32], [0.33, 0.03, 0.48], [-0.09, -0.05, 0.10], [-0.09, -0.07, -0.18], [0.13, -0.11, -0.20], [-0.72, 0.58, -0.44], [-0.33, -0.42, 0.13], [-0.05, 0.29, -0.19], [-0.03, 0.53, -0.16], [-0.30, -0.11, -0.07], [0.63, 0.48, 0.38], [0.42, -0.44, -0.28], [-0.35, 0.62, 0.28], [0.35, -1.94, -0.25], [0.24, -0.54, 0.63], [-0.76, 1.12, 0.65], [0.49, -1.69, -0.01], [-1.03, 2.05, -0.54], [-0.29, -1.11, 0.78], [0.86, 0.62, -0.82], [-0.69, 0.14, 1.22], [0.12, 0.15, -0.06], [0.17, -0.18, -0.05], [0.27, 0.21, 0.04], [0.22, 0.56, 0.10], [-0.03, 0.49, -0.31], [0.69, 0.19, -0.33], [-0.59, -0.10, -0.22], [-0.43, -0.41, -0.43], [0.22, 0.25, 0.42], [0.03, -0.16, -0.36], [-0.01, 0.17, -0.77], [0.07, -0.42, 0.38], [0.34, -0.33, -0.26], [0.19, 0.35, -0.40], [-0.14, -0.09, 0.36], [-0.40, -0.73, -0.04], [0.66, 0.08, 0.34], [0.04, 0.83, -0.85], [-0.29, -0.29, 0.99], [0.47, 0.19, -0.67], [-1.39, 0.40, 0.26], [0.30, -0.44, -1.09], [-0.28, -0.34, 1.41], [2.01, -0.02, -0.17], [0.09, 0.02, 0.05], [0.21, 0.01, 0.03], [0.17, 0.23, 0.09], [-0.19, 0.00, -0.26], [-0.51, 0.10, 0.48], [0.22, -0.13, -0.25], [0.10, 0.31, 0.55], [-0.32, -0.26, -0.05], [-0.04, -0.04, -0.63], [0.02, 0.26, 1.05], [-0.48, -0.09, -0.58], [0.22, -0.10, -0.44], [0.22, 0.16, 0.58], [-0.30, -0.22, -0.20], [-0.51, 0.09, -0.56], [-0.24, -0.85, -0.48], [0.62, 0.96, -0.59], [0.02, 0.99, 0.24], [1.02, -0.81, -0.17], [-0.94, 0.22, 0.08], [0.39, -0.26, -0.92], [-1.34, 0.04, 2.16], [0.38, -0.29, -0.20], [-0.07, -0.21, -0.47], [0.11, 0.22, 0.33], [-0.42, 0.40, 0.12], [0.15, -0.35, -0.02], [-0.72, -0.32, 0.14], [-0.14, -0.20, -0.27], [0.34, 0.29, 0.39], [-0.11, -0.32, -0.38], [0.49, 0.04, 0.63], [0.41, 0.61, -0.39], [0.04, -0.70, -0.51], [-0.10, 0.39, -0.21], [0.49, -0.04, -0.07], [-0.02, -0.41, 0.46], [-0.30, 0.37, 0.47], [-0.10, 0.24, -0.17], [1.62, 0.86, 0.34], [0.43, 0.00, -0.44], [-0.10, 0.01, 0.15], [-0.31, -0.48, -0.78], [-0.81, 0.32, -0.67], [-0.96, -0.28, -0.47], [-0.68, 0.33, 1.39], [0.77, 0.65, 0.63], [-0.83, -0.03, -1.29], [-0.19, -0.57, 0.49], [-0.23, -0.06, -0.11], [-0.01, -0.10, -0.49], [-0.02, 0.48, 0.30], [-0.07, -0.53, 0.43], [-0.45, -0.30, 0.21], [0.07, 0.20, -0.06], [-0.48, -0.39, 0.05], [0.30, -0.25, 0.29], [0.71, 0.38, 0.14], [1.11, -0.22, -0.18], [0.33, -0.24, -0.44], [0.30, -0.04, -0.31], [-0.11, 0.13, 0.19], [-0.52, 0.05, 0.72], [0.10, 0.34, 0.17], [-0.57, -0.90, -0.31], [-0.09, 0.33, 0.46], [-1.19, 0.60, -0.31], [-1.06, -0.04, 0.90], [0.21, 0.88, -1.09], [-0.78, -2.52, 1.64], [1.45, 1.74, -0.37], [-0.88, -0.29, 0.39], [0.49, 0.28, 0.40], [0.52, -0.13, -0.40], [0.02, -0.01, -0.13], [0.28, -0.10, 0.49], [0.46, 0.16, -0.85], [-0.21, -0.48, -0.03], [0.57, -0.06, -0.07], [-0.11, 0.22, -0.20], [0.38, -0.58, -0.04], [0.29, -0.08, -0.22], [0.22, 0.18, -0.04], [0.50, 0.56, -0.75], [0.05, -0.27, 0.05], [0.13, 0.08, -0.04], [-0.18, 0.07, -0.11], [0.80, 0.18, -0.28], [0.47, 0.01, 1.14], [-0.43, -0.25, -0.45], [-0.06, -1.42, 0.07], [-0.25, 0.10, -0.44], [0.15, 0.71, 0.20], [-0.30, 0.11, 0.16], [0.05, -0.04, -0.19], [-0.13, -0.04, -0.01], [-0.20, 0.46, -0.05], [0.27, 0.36, -0.82], [-0.76, 0.35, 0.79], [0.18, 0.02, 0.02], [0.11, 0.11, -0.03], [-0.23, -0.21, 0.14], [0.08, -0.15, -0.22], [-0.03, -0.37, -0.05], [0.79, -0.75, -0.59], [-1.27, -0.52, 1.61], [0.78, -0.30, 1.23], [0.79, -0.45, -0.01], [-0.86, 0.24, -0.50], [1.65, 0.11, -0.47], [0.32, -0.25, -0.19], [-0.55, 0.02, -0.36], [-0.39, -0.04, 0.26], [-0.37, 0.78, -0.75], [0.37, 0.15, -0.48], [-0.47, 0.79, 0.14], [0.02, 0.32, -0.37], [-0.49, -0.08, 0.84], [0.25, 0.00, -0.27], [-0.46, 0.09, -0.38], [0.00, -0.10, 0.24], [1.54, 1.10, 0.33], [-1.05, -0.28, -0.77], [0.88, 0.22, 0.00], [-0.43, -0.27, -0.15], [0.03, -0.24, 1.35], [-0.57, -0.28, -0.38], [0.20, -0.15, -0.26], [-0.44, -0.39, -0.42], [-0.55, 0.01, 0.13], [0.54, 0.41, -0.23], [-0.36, -0.15, 0.28], [0.11, 0.44, -0.34], [0.25, -0.47, -0.15], [-0.07, 0.21, -0.13], [0.35, 0.57, -0.22], [-0.58, -0.02, 0.13], [-0.05, -0.45, 0.05], [1.92, -1.36, -0.63], [-0.41, -1.04, 2.70], [0.83, 0.64, -1.02], [0.49, -0.72, -0.70], [-0.21, 0.33, 0.61], [-1.46, 1.06, -1.07], [-0.75, 0.25, -0.34], [-0.23, 0.12, -0.18], [0.55, 0.03, -0.12], [0.13, -0.16, 0.10], [-0.54, -0.13, 0.27], [-0.52, 0.43, 0.35], [0.10, 0.06, 0.39], [0.03, 0.41, 0.00], [-0.08, 0.27, -0.26], [-0.14, 0.37, -0.31], [0.04, -0.61, 0.08], [0.63, -0.17, 0.25], [1.52, -1.38, -0.94], [-1.59, -0.27, -0.45], [0.32, 0.56, 0.21], [0.02, 0.00, 1.02], [-0.15, 0.24, 0.60], [-0.11, 0.20, 0.23], [-0.44, -0.11, 0.59], [-0.04, 0.65, -0.19], [-0.05, 0.31, 0.05], [0.33, -0.29, -0.12], [0.15, -0.21, -0.03], [-0.04, 0.02, -0.15], [-0.01, 0.01, -0.58], [0.11, -0.12, 0.26], [-0.58, 0.76, 0.17], [0.10, -0.06, -0.92], [-0.24, -0.20, 2.25], [-1.42, 1.79, 0.42], [0.61, -0.07, 0.20], [1.22, 0.38, -0.46], [-0.84, 0.09, -0.97], [0.18, -1.12, -0.67], [0.18, -0.38, 0.16], [-0.09, -0.01, -0.47], [0.15, 0.00, -0.81], [0.36, -0.57, -0.24], [0.39, -0.35, 0.08], [-0.21, 0.44, 0.39], [-0.05, 0.21, -0.06], [-0.32, 0.22, 0.38], [-0.05, -0.40, -0.07], [0.13, -0.06, 0.02], [0.14, 0.00, -0.11], [0.53, -0.07, 0.57], [-0.15, -2.46, -0.63], [-0.15, 0.26, -0.04], [0.44, -0.62, 0.11], [-0.58, 0.98, 0.11], [0.14, 1.56, -1.07], [0.26, 0.09, -0.05], [-0.27, 0.19, 0.15], [0.28, -0.09, -0.23], [-0.41, -0.72, 0.70], [0.32, 0.28, -0.07], [-0.24, 0.51, 0.01], [-0.10, -0.14, -0.27], [-0.16, 0.14, 0.55], [0.31, 0.18, 0.31], [0.19, 0.20, -0.41], [-0.30, -0.22, 0.29], [0.08, -0.10, 0.32], [-1.26, -0.88, 2.76], [0.31, -1.27, -0.11], [0.32, 0.46, -0.28], [0.48, -0.32, 0.25], [1.47, 1.19, -2.21], [-0.66, 0.04, -0.17], [0.16, 0.13, -0.47], [0.33, 0.09, -0.13], [-0.80, 0.04, 0.74], [-0.14, 0.26, -0.29], [-0.33, 0.55, 0.33], [0.07, 0.13, 0.05], [-0.15, 0.13, -0.15], [-0.16, -0.11, -0.05], [-0.11, -0.22, -0.31], [0.31, -0.17, -0.27], [0.61, 0.13, 0.79], [-2.24, -0.12, 0.62], [0.50, 0.48, -0.17], [0.10, 0.27, -0.53], [0.17, -0.47, 1.34], [0.54, -0.62, 0.35], [-0.39, -0.31, -0.30], [0.16, 0.04, -0.12], [0.27, 0.44, -0.28], [-0.46, 0.27, -0.10], [-0.01, -0.05, -0.26], [0.34, 0.49, -0.29], [-0.27, 0.18, -0.22], [0.50, -0.10, -0.13], [-0.25, -0.45, -0.39], [0.13, 0.27, 0.12], [0.01, -0.34, -0.25]],
  "mulliken_charge": [-0.910, -0.280, -0.864, -0.105, -0.064, -0.826, 0.524, -0.383, 0.864, 0.381, 0.234, 0.266, 0.278, 0.562, 0.489, -0.061, -0.004, -0.251, 0.537, -0.268, 0.465, -0.014, 0.643, -1.112, -0.728, -0.332, -0.587, -0.676, -0.176, -0.608, -0.590, -0.260, -0.551, 0.242, 0.279, 0.316, 0.309, 0.433, 0.349, 0.335, 0.296, 0.267, 0.276, 0.326, 0.331, 0.078, 0.478, 0.202, -0.192, -0.403, -1.003, 0.302, -0.422, 0.351, -0.866, -0.019, -0.860, 0.147, -0.171, 0.440, 0.385, 0.390, 0.394, -0.310, 0.439, 0.334, -0.583, 0.421, 0.360, -0.059, 0.559, 0.433, -0.454, -0.312, 0.536, 0.166, -0.292, -0.634, -0.710, -0.244, -0.795, 0.167, -0.176, 0.513, -0.437, 0.224, -0.365, 0.167, 0.321, 0.205, 0.440, 0.520, 0.337, 0.329, 0.240, 0.314, -0.664, -0.445, -0.497, -0.523, -0.279, -0.613, -0.895, 0.076, -0.823, 0.292, 0.268, 0.249, 0.309, 0.310, 0.321, 0.386, 0.112, 0.267, 0.575, 0.440, 0.302, 0.465, -0.007, 0.359, 0.018, 1.109, -0.621, 0.874, 1.970, -0.257, 0.668, 1.253, -0.721, 0.448, -0.266, -1.095, -0.174, -0.015, -0.020, -0.589, -1.029, 0.565, -1.365, 0.216, -1.310, -0.142, 0.104, 0.128, -1.546, 0.697, 0.427, -0.460, 0.802, -0.692, 0.506, 0.307, 0.331, 0.202, -0.551, 0.004, 0.348, -0.669, -0.264, 0.248, 0.265, -1.190, 0.025, 0.059, 0.694, -1.358, -0.700, -0.117, 0.264, 0.568, 0.512, 0.558, -0.628, 0.357, 0.064, 0.420, 0.400, 0.022, -1.903, 1.288, -0.917, -0.305, -0.447, 0.207, 0.591, 0.173, 0.272, 0.109, 0.080, 0.486, 0.128, 0.385, 0.167, -0.123, -0.054, -1.736, 2.024, -1.227, 0.010, -0.724, -0.874, 0.391, 0.524, 0.140, -0.538, 0.386, 0.488, 0.357, -0.031, 0.382, 0.289, 0.340, -1.710, 0.639, -1.076, 0.083, -0.905, -0.618, 0.393, 0.397, 0.346, 0.386, 0.341, 0.504, -0.494, 0.555, 0.671, -0.079, 0.415, -1.530, 0.391, 0.096, -0.394, -0.855, -0.417, 0.336, 0.259, 0.505, 0.297, 0.285, -0.384, 0.289, 0.327, 0.322, 0.235, 0.225, -1.667, 0.385, 0.835, -0.519, 0.189, -0.531, 0.295, 0.525, 0.283, 0.391, -0.471, -0.072, -0.416, 0.468, -0.093, -0.005, 0.300, -0.960, 1.303, -1.371, -0.166, -0.908, -0.520, 0.414, 0.684, -0.204, -0.213, 0.426, 0.359, 0.308, 0.236, 0.373, 0.073, 0.357, -0.716, 0.103, 0.525, -0.139, -0.597, 1.332, 0.160, -0.110, 0.203, 0.065, -0.205, 0.155, -0.084, 0.239, 0.318, -0.538, -0.841]
}